# 1
{"formula": "C37H52BBrN10O2RuS3", "method": "ωB97M-V/def2-TZVPD", "elements": ["Ru", "C", "C", "C", "C", "N", "C", "C", "N", "B", "N", "C", "C", "N", "C", "S", "C", "C", "C", "C", "N", "C", "C", "N", "C", "S", "C", "C", "C", "C", "C", "S", "H", "H", "H", "H", "H", "H", "H", "H", "H", "H", "H", "H", "H", "H", "H", "H", "H", "H", "H", "H", "H", "H", "H", "H", "H", "H", "H", "H", "H", "H", "H", "H", "H", "H", "O", "C", "C", "C", "C", "C", "C", "C", "O", "N", "N", "C", "C", "Br", "C", "C", "C", "C", "C", "C", "C", "H", "H", "H", "H", "H", "H", "H", "H", "H", "H", "H", "H", "H", "H", "N", "N", "H", "H", "H", "H"], "xyz": [[-0.206537, -0.288177, -0.253323], [4.751727, -2.398038, -0.691902], [4.065854, -1.706737, -1.868514], [2.797529, -2.435330, -2.295609], [5.020417, -1.688118, -3.060898], [3.758073, -0.292488, -1.465567], [4.370737, 0.814895, -2.023912], [3.983698, 1.886906, -1.305636], [3.159354, 1.450455, -0.296525], [2.680985, 2.515865, 0.750810], [1.428033, 3.267017, 0.212829], [1.175181, 4.542706, 0.646444], [0.120801, 5.019324, -0.040694], [-0.299041, 4.019365, -0.902183], [0.521991, 2.952529, -0.730813], [0.453343, 1.476598, -1.686785], [-1.303955, 4.251554, -2.001251], [-2.397506, 3.181666, -2.003304], [-1.971797, 5.605776, -1.778417], [-0.543594, 4.286623, -3.327672], [2.539639, 1.894152, 2.145666], [3.644305, 1.199411, 2.622476], [3.332475, 0.680962, 3.814124], [2.023156, 1.052395, 4.104268], [1.556097, 1.860256, 3.097699], [0.162962, 2.803633, 3.115565], [1.432391, 0.709382, 5.435128], [-0.087474, 0.860405, 5.489691], [1.771185, -0.760381, 5.718101], [2.084030, 1.622395, 6.472425], [2.999237, 0.138409, -0.426688], [1.920707, -0.846792, 0.540881], [5.055569, -3.402338, -0.987978], [4.086198, -2.480509, 0.166716], [5.642419, -1.843644, -0.393418], [3.061828, -3.441647, -2.621172], [2.331493, -1.916004, -3.136062], [2.082155, -2.516163, -1.482406], [5.203879, -2.719698, -3.356859], [5.981693, -1.239480, -2.810585], [4.588401, -1.168720, -3.917049], [5.007193, 0.760029, -2.883844], [4.240096, 2.925086, -1.413786], [3.602212, 3.294019, 0.806678], [1.756341, 4.999212, 1.425818], [-0.363907, 5.971938, 0.031283], [-3.137146, 3.381094, -1.225115], [-1.997206, 2.182309, -1.863851], [-2.903332, 3.205617, -2.969227], [-2.431241, 5.671886, -0.791121], [-2.761176, 5.715296, -2.521043], [-1.276101, 6.434895, -1.908270], [-0.136921, 3.308401, -3.578628], [0.276085, 5.004961, -3.272245], [-1.218773, 4.597037, -4.125491], [4.557510, 1.126093, 2.057391], [3.919737, 0.062051, 4.464560], [-0.573542, 0.413593, 4.621912], [-0.396470, 1.898224, 5.544121], [-0.434302, 0.348217, 6.389775], [1.518203, -1.385575, 4.859641], [1.193398, -1.102564, 6.575264], [2.823538, -0.910627, 5.957732], [1.858848, 2.664542, 6.242599], [3.167694, 1.496540, 6.487352], [1.694265, 1.395047, 7.465924], [-3.343511, -0.239543, 3.052250], [-3.367623, 1.122512, 3.073146], [-3.958211, 1.729964, 4.175209], [-4.027331, 3.108632, 4.254284], [-3.500323, 3.900604, 3.240745], [-2.910512, 3.290365, 2.151063], [-2.849160, 1.905125, 2.042340], [-2.136620, 1.293196, 0.866731], [-1.047923, 0.484381, 1.220058], [-3.069241, 0.471463, 0.101290], [-2.447716, -0.325061, -0.757235], [-3.032710, -1.292657, -1.355981], [-2.348883, -2.093612, -2.357782], [-0.483193, -1.737962, -2.508936], [-2.918050, -2.963747, -3.182682], [-2.209970, -3.703361, -4.254988], [-1.457431, -4.835747, -3.957345], [-0.699364, -5.448335, -4.943799], [-0.688379, -4.933462, -6.232571], [-1.458101, -3.820374, -6.539186], [-2.220171, -3.207989, -5.555394], [-2.672248, -0.584711, 2.437057], [-4.349652, 1.099767, 4.962915], [-4.479029, 3.569100, 5.123332], [-3.538561, 4.978965, 3.309546], [-2.463568, 3.891064, 1.366199], [-1.796024, 2.097219, 0.211607], [-3.964451, 0.198212, 0.486714], [-4.082009, -1.519016, -1.170761], [-3.989830, -3.109805, -3.068386], [-1.463424, -5.234450, -2.949992], [-0.107847, -6.321802, -4.703108], [-0.081300, -5.399141, -6.997351], [-1.456095, -3.419219, -7.543889], [-2.813912, -2.334108, -5.793940], [-1.956611, -2.307263, 1.551763], [-0.640400, -2.096767, 1.045689], [-1.935086, -2.927171, 2.356492], [-2.511267, -2.746627, 0.827279], [-0.180119, -2.964635, 0.779332], [-0.100805, -1.674465, 1.797899]], "forces_ev_per_a": [[-0.834, -1.335, -0.456], [-0.045, -0.006, 0.042], [0.049, 0.015, 0.032], [-0.061, 0.046, -0.014], [0.000, 0.039, 0.040], [0.022, -0.007, -0.104], [-0.140, -0.004, -0.017], [0.138, -0.115, 0.001], [0.211, 0.383, -0.125], [-0.207, 0.030, 0.384], [0.039, -0.113, -0.185], [-0.045, 0.054, -0.046], [0.034, -0.006, 0.018], [-0.075, 0.066, -0.014], [0.136, -0.179, -0.035], [-0.263, 0.343, 0.158], [0.077, -0.037, -0.037], [-0.022, -0.006, 0.060], [0.032, 0.021, 0.004], [0.039, -0.041, 0.019], [0.127, -0.334, 0.037], [-0.092, 0.015, -0.134], [-0.152, -0.102, 0.006], [0.083, -0.176, 0.006], [0.165, 0.299, 0.104], [-0.004, 0.049, -0.130], [0.033, 0.076, -0.067], [-0.036, -0.072, 0.043], [0.037, 0.020, 0.009], [-0.079, 0.031, 0.032], [0.066, -0.381, 0.186], [0.025, 0.583, -0.403], [-0.002, -0.002, 0.000], [0.010, -0.001, -0.012], [0.008, -0.008, -0.004], [-0.003, 0.003, -0.027], [0.026, -0.017, -0.017], [0.057, -0.020, 0.007], [0.008, 0.000, 0.006], [0.003, 0.003, -0.006], [0.005, -0.013, -0.010], [0.047, -0.025, 0.021], [0.010, -0.002, 0.032], [-0.157, 0.162, -0.153], [0.005, -0.021, 0.014], [-0.011, 0.001, -0.015], [0.011, -0.018, 0.014], [-0.002, 0.028, -0.120], [-0.042, 0.055, 0.021], [-0.031, -0.006, -0.015], [0.002, -0.008, -0.002], [-0.007, 0.005, -0.009], [-0.011, 0.009, -0.009], [-0.010, 0.013, -0.010], [-0.007, -0.007, 0.003], [-0.005, 0.003, 0.006], [0.008, 0.041, 0.034], [-0.006, -0.016, 0.008], [0.000, -0.017, -0.058], [0.021, -0.014, -0.009], [-0.030, -0.006, 0.010], [0.022, 0.010, 0.017], [0.006, -0.010, -0.026], [-0.013, -0.004, 0.002], [-0.003, -0.017, 0.009], [0.015, 0.000, 0.000], [0.048, -0.055, -0.027], [0.020, 0.022, 0.004], [-0.066, -0.012, -0.008], [0.040, -0.017, 0.017], [-0.033, 0.013, -0.021], [-0.100, 0.012, -0.089], [0.290, -0.076, 0.119], [-0.149, 0.480, 0.195], [-0.080, 0.319, 0.996], [-0.100, 0.262, -0.213], [0.611, -0.297, -0.046], [-0.209, 0.088, -0.136], [0.024, 0.168, 0.148], [0.349, -0.269, -0.203], [-0.154, -0.150, -0.041], [0.170, 0.072, 0.071], [-0.015, -0.014, 0.015], [0.004, 0.012, -0.012], [-0.015, 0.004, 0.011], [0.010, -0.010, 0.004], [-0.028, -0.003, -0.019], [-0.035, 0.007, 0.002], [0.007, 0.001, -0.001], [-0.012, 0.001, -0.011], [0.007, -0.002, 0.007], [0.021, 0.000, 0.017], [0.052, -0.027, 0.071], [0.062, -0.077, 0.077], [-0.036, 0.101, -0.084], [-0.005, 0.036, -0.016], [0.029, 0.023, 0.006], [-0.020, -0.012, -0.002], [-0.022, -0.018, -0.006], [-0.018, -0.010, -0.003], [0.025, 0.017, 0.010], [-0.140, -0.036, -0.004], [0.350, 0.372, -0.038], [0.011, -0.057, -0.062], [-0.007, 0.031, -0.008], [0.041, 0.029, -0.011], [-0.117, -0.179, 0.179]], "lumo_energy_ev": [-2.7602, -3.2380], "multiplicity": 2, "max_force_ev_per_a": 1.6, "s2": 0.76, "total_charge": 1, "gap_ev": [5.9, 5.4]}

=====

# 2
{"formula": "C37H52FGeN8S2SeSiTi", "method": "ωB97M-V/def2-TZVPD", "elements": ["Ti", "N", "C", "S", "N", "N", "C", "C", "C", "C", "C", "C", "N", "H", "H", "H", "H", "H", "H", "H", "C", "Si", "C", "C", "N", "C", "C", "C", "C", "C", "C", "F", "H", "H", "H", "H", "H", "H", "H", "H", "H", "H", "H", "H", "H", "S", "C", "N", "C", "C", "C", "N", "H", "H", "H", "H", "H", "H", "H", "H", "C", "Ge", "C", "C", "C", "Se", "C", "H", "H", "H", "H", "H", "H", "H", "H", "H", "H", "H", "H", "H", "H", "C", "C", "C", "C", "C", "C", "N", "C", "C", "C", "C", "C", "C", "H", "H", "H", "H", "H", "H", "H", "H", "H", "H"], "xyz": [[-0.182545, -0.925556, 1.089771], [0.291645, 3.487012, 1.787381], [0.039759, 2.150218, 1.808433], [1.277057, 1.068421, 1.341177], [-1.166128, 1.803613, 2.214870], [-1.334560, 0.448565, 2.193974], [-2.326200, 0.016473, 2.889788], [-2.520213, -1.420034, 2.964617], [-3.520386, -2.031295, 3.716101], [-3.541904, -3.411512, 3.770536], [-2.583116, -4.138141, 3.074512], [-1.634638, -3.456583, 2.335169], [-1.606064, -2.125631, 2.290256], [1.255197, 3.768191, 1.727071], [-0.319272, 4.059681, 2.348781], [-2.934634, 0.713836, 3.455369], [-4.244941, -1.431751, 4.248754], [-4.298062, -3.921208, 4.352583], [-2.569126, -5.218414, 3.092354], [-0.873810, -3.965408, 1.755858], [-4.290370, -2.763780, -0.062160], [-3.208072, -1.355181, -0.721032], [-3.790535, 0.261862, 0.053605], [-3.568248, -1.191742, -2.563911], [-1.504991, -1.580364, -0.446747], [-0.830878, -2.531572, -1.187683], [-1.340901, -3.665522, -1.846897], [-0.525256, -4.516214, -2.582439], [0.838759, -4.296440, -2.706481], [1.401616, -3.196476, -2.064365], [0.554366, -2.407511, -1.337658], [1.091971, -1.288879, -0.704996], [-5.212116, -2.362626, 0.367566], [-3.796174, -3.351043, 0.712163], [-4.579247, -3.450560, -0.860931], [-4.543804, 0.688383, -0.616011], [-2.991045, 0.995561, 0.162621], [-4.269389, 0.125459, 1.024656], [-4.647422, -1.253959, -2.730257], [-3.097681, -1.965312, -3.172384], [-3.233490, -0.218339, -2.927808], [-2.401684, -3.876828, -1.789368], [-0.978717, -5.369821, -3.070403], [1.459237, -4.967057, -3.284142], [2.453517, -2.956489, -2.114450], [3.378384, 0.471153, -1.935355], [3.632357, 2.090914, -2.279014], [4.588482, 2.793561, -1.635008], [4.889755, 4.191019, -1.886573], [4.544374, 4.517559, -3.329602], [3.092012, 4.141221, -3.569327], [2.888726, 2.756480, -3.178806], [5.136950, 2.256378, -0.985848], [5.946261, 4.362136, -1.681491], [4.313981, 4.835912, -1.212527], [5.185238, 3.936017, -3.995731], [4.703791, 5.575055, -3.536408], [2.827024, 4.244265, -4.621838], [2.434345, 4.800377, -2.993619], [2.130551, 2.225997, -3.573706], [-2.645427, 4.474000, 0.137431], [-2.032534, 4.436558, -1.725352], [-3.307702, 5.402160, -2.860279], [-0.260813, 5.239192, -1.937387], [-2.012519, 2.566239, -2.334920], [-0.395035, 1.596465, -1.837477], [-0.283923, 0.381334, -3.348352], [-2.195068, 5.301970, 0.686066], [-2.394143, 3.546190, 0.652835], [-3.728947, 4.597794, 0.164731], [-3.366165, 6.454999, -2.583253], [-4.305378, 4.971972, -2.764531], [-3.012497, 5.340617, -3.908340], [-0.249049, 6.257394, -1.547691], [-0.003727, 5.270053, -2.997592], [0.493563, 4.646841, -1.419211], [-2.095048, 2.532365, -3.423308], [-2.891634, 2.066436, -1.924327], [-0.363215, 0.942658, -4.279372], [-1.057261, -0.381282, -3.309067], [0.696974, -0.090041, -3.284913], [4.023789, -4.464585, 0.245121], [4.150607, -3.088099, 0.111813], [3.244158, -2.238392, 0.726246], [2.192769, -2.754481, 1.481902], [2.084912, -4.136364, 1.629596], [2.988919, -4.986066, 1.007905], [1.272875, -1.895482, 2.154922], [1.630245, -1.654939, 3.485584], [0.717656, -1.059722, 4.370505], [1.053797, -0.785552, 5.684622], [2.313556, -1.095715, 6.175696], [3.227863, -1.684868, 5.317320], [2.902665, -1.963154, 3.998981], [4.730111, -5.127737, -0.237684], [4.958561, -2.669937, -0.476352], [3.346282, -1.164968, 0.618699], [1.298105, -4.537304, 2.257568], [2.888037, -6.057983, 1.125390], [-0.268317, -0.801269, 4.022990], [0.316866, -0.323217, 6.330725], [2.577417, -0.882858, 7.203238], [4.220553, -1.935066, 5.671978], [3.648411, -2.420188, 3.364553]], "forces_ev_per_a": [[0.594, -0.594, -0.025], [0.033, 0.017, 0.067], [-0.288, 0.078, 0.090], [0.064, -0.013, -0.168], [0.172, 0.057, -0.116], [-0.194, 0.345, 0.166], [-0.304, -0.176, 0.229], [-0.098, 0.276, 0.098], [0.072, -0.103, -0.059], [-0.046, 0.028, 0.040], [0.099, -0.060, -0.086], [-0.060, 0.080, 0.072], [0.208, 0.112, -0.061], [-0.027, -0.032, -0.017], [-0.019, 0.020, -0.065], [-0.069, -0.021, -0.064], [-0.001, 0.026, 0.002], [-0.001, -0.011, -0.004], [-0.024, -0.003, 0.020], [-0.021, -0.036, 0.025], [-0.007, 0.097, -0.020], [0.060, 0.111, -0.059], [-0.042, -0.111, -0.036], [-0.009, -0.013, 0.082], [-0.009, -0.117, 0.229], [0.347, -0.131, -0.139], [-0.209, 0.022, 0.061], [-0.016, 0.018, -0.008], [0.045, 0.023, 0.031], [-0.226, -0.184, -0.034], [0.161, 0.322, -0.102], [-0.088, 0.014, 0.111], [-0.020, 0.000, -0.020], [0.026, 0.011, 0.025], [0.018, -0.016, -0.012], [-0.023, 0.004, 0.027], [0.041, -0.006, -0.014], [0.025, -0.006, 0.025], [-0.013, 0.017, 0.014], [0.024, 0.006, 0.007], [-0.006, 0.007, -0.017], [-0.005, -0.002, 0.036], [0.016, -0.010, -0.011], [0.002, 0.001, -0.002], [0.009, 0.008, 0.004], [-0.012, -0.119, -0.079], [-0.012, 0.065, 0.195], [0.059, -0.043, -0.095], [-0.024, 0.053, 0.034], [-0.023, -0.047, -0.016], [-0.026, 0.025, 0.058], [0.108, -0.068, -0.122], [-0.025, 0.026, 0.010], [0.003, -0.019, -0.024], [0.018, 0.009, -0.010], [0.021, 0.024, -0.005], [-0.023, 0.016, 0.028], [0.014, 0.001, -0.004], [-0.002, 0.014, -0.020], [-0.039, 0.035, 0.048], [0.012, 0.017, -0.045], [-0.028, -0.011, 0.092], [-0.008, -0.027, 0.008], [-0.007, -0.056, -0.011], [-0.129, -0.097, -0.166], [0.086, 0.197, 0.071], [-0.030, -0.100, -0.033], [-0.005, 0.028, -0.020], [0.034, -0.002, -0.005], [-0.009, -0.009, 0.002], [0.016, 0.012, 0.023], [-0.002, -0.011, 0.009], [0.019, 0.005, -0.005], [-0.012, 0.016, 0.005], [0.014, 0.015, -0.007], [-0.017, -0.010, 0.034], [0.032, 0.083, -0.003], [0.033, -0.044, -0.041], [0.007, 0.003, 0.017], [0.007, -0.004, 0.044], [-0.003, 0.027, 0.008], [0.005, -0.022, -0.002], [0.018, -0.009, -0.016], [0.004, -0.003, 0.037], [0.054, -0.035, -0.011], [0.018, 0.036, -0.133], [-0.017, -0.021, 0.002], [-0.219, -0.054, -0.347], [-0.105, 0.028, 0.148], [0.063, 0.015, 0.001], [-0.006, -0.007, -0.023], [0.012, 0.012, 0.065], [0.025, -0.017, -0.036], [-0.068, -0.024, 0.019], [0.006, 0.002, -0.004], [-0.003, 0.017, -0.003], [-0.012, 0.000, 0.011], [-0.007, 0.007, 0.004], [0.001, 0.001, 0.000], [0.016, 0.004, -0.018], [-0.002, 0.003, 0.006], [-0.007, 0.004, 0.000], [0.001, 0.003, 0.009], [-0.010, -0.004, -0.008]], "lumo_energy_ev": [-0.3337, -0.6688], "multiplicity": 2, "max_force_ev_per_a": 0.8, "s2": 0.77, "gap_ev": [6.4, 6.3]}